Arrangement a

# C4H4S

The molecule C4H4S (the ωB97M-V functional and the def2-TZVPD basis, the Open Molecules 2025 dataset).

Positions of all 9 atoms, in Å:
C1 -0.750 0.738 0.438
H1 -0.760 1.230 1.524
H2 -0.714 -1.318 1.288
S1 -2.258 -0.016 -0.264
H3 0.788 1.502 -1.186
C2 0.307 -0.615 -0.731
C3 0.425 0.692 -0.633
H4 0.861 -1.517 -0.974
C4 -0.704 -0.731 0.402

Computed properties:
LUMO (Ha): 0.0296
Charge: 0
SMILES string: C1=C[C@H]2S[C@@H]12
Gap between HOMO and LUMO (eV): 9.489

Arrangement b

# C4H4S

A structure of composition C4H4S (the ωB97M-V functional and the def2-TZVPD basis, the Open Molecules 2025 dataset).

Positions of all 9 atoms, in Å:
C1 -0.214 0.407 -1.083
H1 0.212 -0.244 -1.849
C2 0.924 -0.513 1.301
S1 -1.905 -0.093 0.387
H2 0.241 1.396 -1.204
H3 0.630 -0.850 2.276
H4 1.969 -0.471 1.056
C3 -1.814 0.512 -1.265
C4 -0.043 -0.144 0.380

Computed properties:
LUMO (Ha): -0.0080
Charge: 0
Gap between HOMO and LUMO (eV): 9.486

Arrangement c

# C4H4S

A cluster of 2 separate species, C4H4S in total (the ωB97M-V functional and the def2-TZVPD basis, the Open Molecules 2025 dataset).

Positions of all 9 atoms, in Å:
C1 0.287 0.604 -0.381
H1 -4.345 -0.378 -0.026
H2 -4.229 1.363 0.424
C2 3.619 -1.010 0.367
S1 -3.202 0.366 0.101
H3 4.457 -1.494 0.620
C3 2.509 -0.587 0.083
H4 -0.413 1.169 -0.814
C4 1.317 -0.033 -0.375

Computed properties:
LUMO (Ha): 0.0230
Charge: 0
SMILES string: C#CC#C.S
Gap between HOMO and LUMO (eV): 10.389

The data favor arrangement a; the next most stable structure lies 0.875 eV above it.

Arrangement a

# H29O15

A structure of composition H29O15 (the ωB97M-V functional and the def2-TZVPD basis, the Open Molecules 2025 dataset).

Positions of all 44 atoms, in Å:
O1 1.440 -1.158 -4.903
H1 0.891 2.650 4.162
H2 4.746 2.304 -1.823
H3 -1.299 2.319 -4.275
O2 -0.748 0.625 -1.363
O3 2.471 -2.720 -2.642
H4 2.082 -0.473 -5.057
H5 1.898 -3.157 -3.350
H6 0.918 -4.195 0.920
O4 -0.263 2.404 2.426
H7 -1.673 -0.220 1.879
H8 1.124 1.380 -1.133
O5 -1.439 -2.827 1.565
H9 -2.569 -0.087 3.429
H10 -2.369 3.047 -0.139
H11 0.355 -5.663 1.062
H12 -2.253 -1.600 -0.250
H13 -3.375 -1.190 4.068
H14 2.035 -1.127 0.928
H15 3.415 2.140 -1.055
H16 -1.196 -1.719 1.046
H17 -1.510 -0.015 -1.108
H18 1.983 -2.292 -2.146
O6 -3.236 -0.278 4.025
O7 1.171 -5.118 0.903
O8 -3.006 -1.954 -0.731
H19 2.264 0.251 -1.540
O9 1.336 -1.093 0.215
H20 -1.198 2.104 -2.802
O10 2.081 1.177 -1.017
H21 -0.179 0.281 -0.661
O11 -0.857 2.695 -3.445
O12 4.130 2.783 -1.129
O13 -2.568 3.983 0.144
H22 -1.167 -2.663 2.486
H23 -2.876 -2.742 -1.008
H24 0.721 -0.661 -5.081
H25 0.286 1.532 4.472
O14 0.587 2.241 5.025
H26 -0.818 1.675 2.589
O15 -0.978 -0.447 1.196
H27 0.480 -0.928 0.609
H28 0.014 2.289 1.524
H29 -1.694 4.269 0.089

Computed properties:
LUMO (Ha): 0.0811
Charge: -1
Gap between HOMO and LUMO (eV): 8.812

Arrangement b

# H29O15

A cluster of 15 separate species, H29O15 in total (the ωB97M-V functional and the def2-TZVPD basis, the Open Molecules 2025 dataset).

Positions of all 44 atoms, in Å:
O1 1.856 -1.592 1.173
O2 2.298 1.673 3.474
H1 -2.856 3.795 1.137
H2 1.955 -0.767 0.656
O3 0.504 0.678 -3.940
O4 2.802 0.071 -1.630
H3 -3.194 2.852 0.065
H4 -1.073 0.472 0.491
H5 2.101 2.226 -1.786
H6 -2.472 2.309 3.516
O5 -0.941 0.820 -1.158
H7 4.741 0.796 1.279
H8 -0.067 1.220 -1.115
H9 -0.298 -2.444 -3.141
O6 -2.053 3.129 3.176
H10 1.277 0.772 -3.396
H11 1.659 -1.212 2.035
O7 -3.389 3.753 0.338
H12 -3.461 -3.448 -0.744
O8 0.120 -4.686 1.255
H13 -2.667 0.191 2.362
H14 -0.742 -0.478 -1.310
H15 3.933 0.273 0.128
O9 2.919 2.729 -1.741
H16 -0.871 -2.211 -1.351
H17 2.514 0.767 3.236
H18 1.962 -0.215 -1.239
H19 2.747 3.244 -0.946
O10 -2.971 0.578 3.232
H20 -1.180 2.752 3.041
O11 3.967 0.238 1.088
H21 -0.329 -3.925 0.849
H22 3.289 -0.752 -1.804
O12 -3.821 -3.598 -1.639
H23 1.751 2.053 2.781
O13 -0.282 -1.495 -1.597
H24 -2.394 0.669 -0.021
H25 -3.744 0.286 3.705
H26 -0.242 0.671 -3.306
H27 -2.948 -3.859 -1.971
H28 0.783 -1.764 -3.753
O14 0.080 -2.359 -4.037
H29 0.780 -4.376 1.876
O15 -2.042 0.165 0.730

Computed properties:
LUMO (Ha): 0.0730
Charge: -1
Gap between HOMO and LUMO (eV): 8.811

The data favor arrangement b; the next most stable structure lies 2.446 eV above it.

Arrangement a

# C4H6N2OS

A structure of composition C4H6N2OS (the ωB97M-V functional and the def2-TZVPD basis, the Open Molecules 2025 dataset).

Positions of all 14 atoms, in Å:
C1 -0.018 -1.998 -0.614
H1 1.334 2.017 0.871
C2 0.341 -0.961 -1.691
S1 0.617 0.522 -0.717
H2 -1.117 2.323 0.522
H3 0.258 -3.179 -0.977
H4 1.311 -1.358 -2.175
C3 -0.423 1.791 1.228
H5 -1.215 1.653 2.153
N1 -0.359 -1.894 0.691
C4 -0.200 0.454 0.687
N2 -0.704 -0.686 1.209
O1 0.712 2.339 1.617
H6 -0.536 -1.024 -2.803

Computed properties:
LUMO (Ha): -0.0104
Charge: 0
Gap between HOMO and LUMO (eV): 8.713

Arrangement b

# C4H6N2OS

The molecule C4H6N2OS (the ωB97M-V functional and the def2-TZVPD basis, the Open Molecules 2025 dataset).

Positions of all 14 atoms, in Å:
H1 0.460 -1.257 1.440
H2 -3.262 -0.569 0.024
H3 1.470 -0.514 -0.574
H4 0.189 1.427 0.777
N1 -2.369 -0.346 0.410
S1 -2.176 1.749 -1.275
H5 1.236 1.086 -1.089
O1 -2.029 -2.097 1.806
C1 -1.684 0.619 -0.276
C2 0.806 0.212 -0.722
H6 0.203 -0.237 -1.644
C3 -1.554 -1.147 1.226
C4 -0.176 0.522 0.381
N2 -0.261 -0.604 1.319

Computed properties:
LUMO (Ha): 0.0070
Charge: 0
SMILES string: C[C@@H]1NC(=O)NC1=S
Gap between HOMO and LUMO (eV): 9.263

Arrangement c

# C4H6N2OS

The molecule C4H6N2OS (the ωB97M-V functional and the def2-TZVPD basis, the Open Molecules 2025 dataset).

Positions of all 14 atoms, in Å:
H1 -2.025 2.292 0.250
C1 0.349 -0.628 0.117
H2 1.542 -1.059 2.088
C2 -0.261 1.857 -1.093
O1 1.773 -1.763 1.318
C3 -1.222 1.391 -0.103
H3 -0.224 2.667 -1.785
H4 -1.966 0.566 -0.567
S1 -0.186 0.763 1.169
C4 0.563 -1.968 0.463
N1 0.446 -0.347 -1.155
N2 0.591 0.997 -1.588
H5 -0.356 -2.073 1.196
H6 0.975 -2.695 -0.310

Computed properties:
LUMO (Ha): 0.0046
Charge: 0
SMILES string: OCC1=NN=CCS1
Gap between HOMO and LUMO (eV): 9.734

Arrangement d

# C4H6N2OS

The molecule C4H6N2OS (the ωB97M-V functional and the def2-TZVPD basis, the Open Molecules 2025 dataset).

Positions of all 14 atoms, in Å:
H1 0.926 -2.327 -0.958
N1 0.687 1.434 0.119
N2 2.175 -0.809 -0.284
H2 -1.565 2.478 0.375
H3 -1.240 -1.126 -0.676
H4 2.778 -1.248 0.406
C1 0.910 -1.440 -0.326
C2 -0.384 0.745 0.068
H5 -2.241 0.990 1.071
C3 -0.366 -0.726 -0.167
S1 2.198 0.931 -0.015
H6 -2.317 1.254 -0.671
O1 0.148 -1.569 0.841
C4 -1.709 1.413 0.219

Computed properties:
LUMO (Ha): 0.0328
Charge: 0
SMILES string: CC1=NSN[C@H]2O[C@@H]12
Gap between HOMO and LUMO (eV): 9.012

The data favor arrangement b; the next most stable structure lies 2.008 eV above it.